Record 1
Below is a molecular structure, C49H42BBrF10N9OPrS5 in a non-equilibrium geometry, with properties calculated with ωB97M-V with the def2-TZVPD basis set.

Geometry (Å):
Pr -1.66 0.45 0.27
C -1.76 1.87 3.36
N -1.02 2.37 2.19
C 0.37 2.53 2.65
C 1.33 3.29 1.75
N 1.59 2.56 0.53
C 2.52 3.01 -0.26
C 3.21 4.28 -0.25
F 2.95 5.21 0.72
C 4.16 4.65 -1.18
F 4.74 5.87 -1.08
C 4.53 3.80 -2.21
F 5.46 4.17 -3.14
C 3.92 2.55 -2.27
F 4.27 1.69 -3.26
C 3.00 2.17 -1.33
F 2.54 0.89 -1.39
C -1.63 3.64 1.76
C -1.45 3.98 0.27
N -2.00 2.94 -0.57
C -2.66 3.23 -1.68
C -3.06 2.15 -2.52
F -2.66 0.88 -2.13
C -3.72 2.25 -3.72
F -4.00 1.14 -4.43
C -4.07 3.51 -4.21
F -4.71 3.66 -5.39
C -3.69 4.62 -3.46
F -3.98 5.85 -3.93
C -3.02 4.49 -2.26
F -2.67 5.68 -1.68
H -1.34 0.92 3.66
H -1.69 2.58 4.20
H -2.81 1.71 3.12
H 0.77 1.53 2.80
H 0.36 3.07 3.62
H 2.26 3.40 2.33
H 0.96 4.31 1.58
H -1.25 4.48 2.37
H -2.71 3.57 1.92
H -0.39 4.08 0.02
H -1.92 4.95 0.12
S -4.18 1.41 1.21
C -5.21 0.88 -0.09
C -6.30 1.67 -0.43
C -7.20 1.28 -1.40
C -7.02 0.07 -2.06
C -5.94 -0.72 -1.74
C -5.02 -0.35 -0.76
S -3.71 -1.44 -0.39
H -6.43 2.61 0.10
H -8.05 1.91 -1.63
H -7.72 -0.25 -2.82
H -5.78 -1.67 -2.24
C -1.95 -3.69 -1.91
N -2.39 -4.17 -0.64
C -3.63 -4.66 -0.32
C -3.62 -4.92 1.01
N -2.40 -4.59 1.51
B -2.00 -4.87 2.98
N -0.93 -3.88 3.47
C 0.28 -4.27 3.98
C 0.87 -3.21 4.58
N 0.02 -2.14 4.42
C 0.13 -0.88 5.09
C -1.08 -2.57 3.71
S -2.34 -1.56 3.24
C -1.67 -4.13 0.50
S -0.02 -3.65 0.57
H -2.64 -4.01 -2.69
H -0.95 -4.06 -2.11
H -1.94 -2.59 -1.89
H -4.40 -4.76 -1.05
H -4.38 -5.31 1.65
H -1.52 -5.98 3.01
H -2.97 -4.76 3.66
H 0.62 -5.27 3.87
H 1.81 -3.12 5.08
H 0.45 -1.03 6.12
H -0.86 -0.42 5.08
H 0.84 -0.22 4.59
Br 0.85 -2.12 -3.00
C 0.50 -0.29 -3.21
C 0.72 0.26 -4.46
C 0.57 1.63 -4.59
C 0.28 2.37 -3.45
C 0.08 1.71 -2.26
N 0.12 0.38 -2.14
H 0.99 -0.37 -5.29
H 0.71 2.11 -5.55
H 0.20 3.45 -3.49
H -0.09 2.24 -1.34
N 0.33 -0.97 1.05
C -0.35 -1.72 0.33
H 1.04 -1.31 1.70
O 4.49 0.44 1.37
S 3.65 -0.55 0.67
C 4.59 -0.98 -0.83
C 5.66 -0.18 -1.17
C 6.35 -0.40 -2.34
C 5.96 -1.43 -3.18
C 4.89 -2.24 -2.84
C 4.19 -2.01 -1.66
C 4.02 -2.14 1.51
C 5.01 -2.18 2.47
C 5.23 -3.34 3.19
C 4.45 -4.46 2.94
C 3.46 -4.42 1.97
C 3.24 -3.25 1.25
H 5.91 0.64 -0.51
H 7.17 0.25 -2.61
H 6.49 -1.60 -4.11
H 4.57 -3.03 -3.50
H 3.34 -2.63 -1.42
H 5.59 -1.29 2.65
H 6.00 -3.37 3.95
H 4.60 -5.37 3.51
H 2.85 -5.28 1.76
H 2.45 -3.21 0.52

Computed properties:
HOMO (spin up / spin down)	-1.70 / -1.71	eV
2S+1	3
E_tot	-233093.98666	eV
Kohn-Sham gap (spin up / spin down)	5.305 / 5.310	eV
charge	-2

---

Record 2
Below is a molecular structure, C49H42BrF4INO4PSTeTi in a non-equilibrium geometry, with properties calculated with ωB97M-V with the def2-TZVPD basis set.

Geometry (Å):
Ti -0.85 1.47 0.98
F -0.65 -6.13 4.48
C -0.94 -4.90 4.06
C -2.26 -4.52 3.90
F -3.24 -5.37 4.20
C -2.54 -3.24 3.44
F -3.83 -2.93 3.34
C -1.55 -2.33 3.11
P -1.96 -0.86 2.04
C -3.25 -0.05 3.02
C -4.41 0.50 2.46
C -5.30 1.21 3.26
C -5.04 1.40 4.61
C -3.87 0.88 5.16
C -2.99 0.17 4.38
C -2.76 -1.75 0.66
C -4.08 -2.19 0.60
C -4.52 -2.92 -0.49
C -3.64 -3.24 -1.52
C -2.33 -2.82 -1.46
C -1.89 -2.07 -0.38
C -0.22 -2.72 3.34
Br 1.21 -1.53 3.17
C 0.07 -3.99 3.80
F 1.32 -4.38 4.04
H -4.60 0.39 1.41
H -6.19 1.62 2.81
H -5.73 1.96 5.22
H -3.65 1.04 6.21
H -2.07 -0.22 4.81
H -4.77 -1.95 1.40
H -5.55 -3.24 -0.54
H -4.00 -3.81 -2.37
H -1.64 -3.05 -2.27
H -0.86 -1.72 -0.36
C -2.69 6.79 -3.95
C -2.62 5.43 -3.31
C -3.72 4.90 -2.64
C -3.64 3.65 -2.02
C -2.46 2.94 -2.09
C -1.35 3.45 -2.75
C -1.45 4.69 -3.36
S -2.34 1.36 -1.33
O -0.88 1.13 -1.12
O -3.00 0.40 -2.18
O -2.90 1.47 0.04
H -3.71 7.19 -3.91
H -2.38 6.75 -4.99
H -2.03 7.49 -3.44
H -4.64 5.47 -2.58
H -4.49 3.25 -1.48
H -0.42 2.89 -2.76
H -0.58 5.10 -3.86
C 5.32 -5.71 -3.23
C 4.57 -4.56 -2.62
C 3.42 -4.76 -1.88
C 2.73 -3.70 -1.30
C 1.48 -4.01 -0.50
C 3.19 -2.39 -1.46
Te 2.21 -0.80 -0.38
N 1.13 1.23 0.96
C 1.08 1.54 2.19
O -0.13 1.74 2.79
C 2.26 1.79 3.09
C 3.53 1.42 2.67
C 4.63 1.66 3.49
C 4.46 2.27 4.72
C 3.19 2.64 5.14
C 2.09 2.40 4.33
C 2.18 0.62 -1.94
C 2.73 1.87 -1.67
C 2.70 2.88 -2.62
C 2.12 2.64 -3.85
C 1.55 1.41 -4.12
C 1.56 0.38 -3.17
C 0.83 -0.90 -3.49
C 4.36 -2.17 -2.21
C 4.93 -0.80 -2.42
C 5.02 -3.25 -2.78
H 4.80 -6.65 -3.06
H 6.32 -5.80 -2.80
H 5.44 -5.58 -4.31
H 3.05 -5.77 -1.74
H 1.24 -5.07 -0.56
H 0.63 -3.43 -0.86
H 1.61 -3.75 0.56
H 3.65 0.94 1.71
H 5.62 1.37 3.16
H 5.32 2.47 5.35
H 3.05 3.13 6.10
H 1.09 2.68 4.63
H 3.16 2.06 -0.70
H 3.12 3.85 -2.38
H 2.09 3.42 -4.61
H 1.07 1.23 -5.07
H 0.79 -1.05 -4.57
H -0.20 -0.84 -3.12
H 1.30 -1.77 -3.04
H 4.86 -0.19 -1.52
H 4.40 -0.26 -3.21
H 5.99 -0.86 -2.71
H 5.93 -3.07 -3.35
I 0.73 4.81 0.77
C -1.09 3.64 0.91
H -1.54 3.98 1.84
H -1.68 4.06 0.09

Computed properties:
HOMO (spin up / spin down)	-4.00 / -4.78	eV
2S+1	2
ΔE to the lowest compared entry with this formula, charge and spin	0.0	kJ/mol
E_tot	-200724.12424	eV
Kohn-Sham gap (spin up / spin down)	6.077 / 6.837	eV
charge	-1